A.
Here is a 40-piece molecular cluster, H80O40 overall from the OMol25 dataset. Energies are from ωB97M-V/def2-TZVPD.

Computed properties:
* total charge: 0
* gap between HOMO and LUMO: 10.010 eV

Geometry (Å):
1 H 2.01338 2.09096 4.46393
2 H 1.56409 -0.16369 2.68412
3 H 3.73658 -0.64364 -2.25776
4 O 1.08119 -0.98610 2.76154
5 H -0.91732 1.72914 -5.20740
6 H -0.46482 -2.93508 2.44000
7 O -1.82134 -5.20482 -0.35545
8 H 1.64955 4.38953 2.22475
9 H 5.87536 0.29208 -1.09102
10 H 0.33085 4.50166 -2.61211
11 O -0.19092 4.11567 -0.05709
12 H 6.09757 -0.29721 -2.52711
13 H 1.69527 3.54411 -1.87773
14 O 1.28519 1.80593 -0.18891
15 H -3.40258 -3.02328 1.49699
16 O -0.36275 3.06088 4.92419
17 H -0.05452 0.06223 5.82058
18 H -2.95434 0.42388 -3.81273
19 H 0.61158 -0.55380 0.77161
20 H 3.77484 0.49816 -0.78302
21 H 1.65609 -4.21622 -5.03495
22 H 0.39424 4.50554 2.99778
23 O 2.95037 -4.38304 -0.99107
24 O 0.06040 4.73273 -3.46601
25 H -0.62817 2.14212 2.95675
26 H -3.82323 4.29590 -0.98182
27 H -1.83467 -2.15572 5.14354
28 O -1.94337 4.61649 3.45271
29 H 1.04534 -2.52038 4.89505
30 O -0.64769 0.97392 -4.69573
31 O -1.82388 -3.15959 4.99636
32 O 1.22677 -0.34747 -4.11628
33 H 2.51845 -3.25334 5.15520
34 H 2.30362 -4.44018 -0.38914
35 H 2.04763 -0.66415 -4.17287
36 O -0.58635 -2.73742 1.49638
37 O 2.04398 -4.02753 1.45319
38 H 1.06375 4.49503 -3.92526
39 H -5.99277 -1.84873 -2.05921
40 H -4.00140 2.87878 -0.47505
41 H 0.86504 -1.76672 -2.28749
42 H -1.74816 -2.31137 -3.43883
43 O -4.24541 3.80025 -0.33609
44 O -2.98904 0.19943 -4.68253
45 H 1.01601 4.86772 -0.64053
46 O 6.58918 0.15489 -1.75327
47 H 1.91558 -3.07254 -4.27571
48 O -2.93540 -3.80926 1.72100
49 H -4.83503 -1.08553 2.86204
50 O 0.02348 1.49283 2.94158
51 O 2.34122 1.69045 5.37248
52 H -5.26233 1.22087 1.62063
53 H 1.96155 2.08812 -0.66885
54 H -3.30333 -0.74536 -4.77202
55 H 0.88965 1.64874 2.46463
56 H -5.46167 -0.90949 1.47584
57 H 0.53461 3.51054 0.41264
58 H 0.09351 3.67907 5.49533
59 H -2.60918 -2.81192 -1.18703
60 H 5.42478 -3.45691 -0.66240
61 H -3.10372 -0.10358 -1.53484
62 O -4.39237 1.00722 1.77512
63 O -6.04888 -1.50112 -2.80398
64 O -0.77766 0.93226 -1.24394
65 H 1.09170 5.98298 -1.63798
66 H -1.59565 0.78053 -0.77930
67 H -2.87373 0.79900 4.70882
68 H 1.09874 0.27219 -4.78659
69 O 1.62942 5.45837 -0.96428
70 H 1.37399 -3.62382 1.94033
71 O 4.89910 -2.74584 -0.21333
72 O 3.57101 -0.08503 -0.04310
73 H 3.05771 4.16325 -2.07599
74 H -2.77889 -3.13281 4.64473
75 O 0.70613 -0.20389 6.35565
76 H -5.37275 -0.90154 -2.74369
77 O -2.24155 -2.49505 -4.25371
78 H -1.73138 4.31747 4.33237
79 H 0.54995 1.39544 -0.75425
80 H 2.08475 1.60126 -5.08211
81 O 4.20298 -0.38755 -3.05214
82 H 3.57560 -0.15205 -3.73981
83 H -0.93461 2.47974 5.66111
84 H 3.23540 1.46888 5.10053
85 H -2.42384 -5.27859 0.29300
86 H 2.34883 2.77845 -5.68682
87 O 1.45644 -0.97393 0.36645
88 H -0.61116 3.45734 -0.48003
89 O -4.86371 -1.47520 1.88014
90 H -1.93810 -0.18429 1.25397
91 O 1.08301 3.88591 2.82916
92 O 1.69058 -2.11370 -2.58284
93 O 2.82521 1.91369 -5.66691
94 H 5.17723 -2.74322 0.69753
95 O -2.23291 0.14160 4.57863
96 H 0.38952 -2.57992 1.01993
97 O 2.67245 3.33874 -1.72701
98 H 3.35533 -0.92904 -0.56258
99 H -3.17305 -2.72081 -2.59284
100 H -0.61123 0.51477 -2.01727
101 O 2.00990 -3.45640 -5.17888
102 H -1.73838 1.33089 0.85924
103 H -3.86436 0.58232 1.01669
104 H 1.30400 0.20385 5.77318
105 H 2.09555 -0.33184 0.80274
106 H 3.54416 -3.59714 -0.76848
107 O 1.94740 -2.56343 4.53376
108 H -1.66756 0.51651 3.98261
109 H 1.65628 -1.46857 2.10969
110 H -2.05145 -3.61103 1.31520
111 H -1.77415 -2.49502 -5.07437
112 H -0.85526 -5.32252 0.07741
113 H -1.35900 0.36183 -4.92174
114 H -0.99806 5.07023 3.24130
115 H -4.28838 0.58252 -2.27765
116 O -3.40938 0.71280 -1.92960
117 O -2.62329 -2.16172 -1.86544
118 H 2.17944 -2.99058 -2.02816
119 O -2.02655 0.40630 0.63103
120 H 2.77743 -3.46018 1.25840

B.
Here is a 40-piece molecular cluster, H80O40 overall from the OMol25 dataset. Energies are from ωB97M-V/def2-TZVPD.

Computed properties:
* total charge: 0
* gap between HOMO and LUMO: 10.158 eV

Geometry (Å):
1 O -0.12873 0.50538 4.81477
2 H -2.61793 -4.24485 4.96480
3 O -3.35055 -5.07162 -1.00881
4 O 1.79204 -4.32913 -0.89607
5 H -1.21584 2.98526 1.76174
6 O 2.63837 -3.66851 -3.61613
7 H 3.90628 4.05854 2.26698
8 H -2.50563 -4.33337 -4.49231
9 O -0.58425 1.72265 -3.22695
10 H 0.75150 1.41798 0.30138
11 O 5.31074 3.35917 1.16873
12 H -3.85139 -4.59118 -1.71357
13 H 4.67107 0.90000 -0.98030
14 H 2.00192 -1.29532 1.39832
15 H -3.74624 0.91819 1.33360
16 H 4.06666 2.04012 -1.70307
17 H 2.00184 -5.18371 -0.51400
18 H 0.89474 -5.56195 0.69963
19 H -5.49261 -1.51216 1.94940
20 H 5.53996 -0.30825 2.59989
21 H -0.40385 0.70414 -0.53572
22 O 1.43036 2.62857 -5.29709
23 H -5.78312 -1.60267 3.20395
24 O 4.68473 -0.62684 2.89976
25 H 5.55901 2.91248 2.01636
26 O -1.51841 -1.01682 2.03034
27 O 4.73893 1.87190 -1.01841
28 O -2.67580 -3.76456 4.12218
29 O 6.24894 0.85811 0.80153
30 H -1.81489 -1.75897 2.53050
31 H -0.96068 -2.54101 -2.73960
32 H 1.44869 -1.75736 -4.20832
33 O -3.33029 2.83408 -3.68904
34 H 3.53552 -0.14275 -3.28739
35 H -1.09546 3.90877 3.04838
36 O 0.80927 -1.48417 -0.91805
37 H 1.38254 3.21219 -4.51334
38 O 0.46026 1.10349 -0.59415
39 H 1.36154 1.72762 4.05522
40 O -3.90041 0.92148 3.79940
41 O -3.29862 -3.89675 -4.14299
42 O -6.13541 -0.95122 2.48687
43 H 1.68727 5.09371 1.69700
44 H -3.77756 3.33035 -0.20397
45 H 3.06637 3.94270 1.07530
46 O 2.97752 3.94300 2.05189
47 H 0.25548 4.91249 1.22993
48 H 4.45314 -3.25852 3.47420
49 H -1.09350 -0.12669 -4.47236
50 H 0.79465 0.71101 5.02229
51 H -4.73408 -0.43288 -2.97636
52 H 4.11408 0.14883 2.77541
53 O -4.12410 -1.83993 -1.08931
54 H -5.47502 1.15140 2.42118
55 H -3.54770 0.30525 -2.20741
56 H 0.65212 -2.09143 3.04969
57 H -1.50838 1.73064 -3.01192
58 H 1.66743 -1.13386 -1.23700
59 H 0.67906 -0.63213 -0.31958
60 O 1.99914 1.40342 3.41977
61 O -3.14124 3.26228 -0.96010
62 O -1.35603 3.75492 3.99726
63 O -5.27401 1.88754 1.79510
64 H -2.45148 0.03931 -5.27634
65 O -1.47545 -2.67460 -1.92290
66 H 0.53761 2.29042 -5.36067
67 H -0.80719 3.05831 0.18563
68 O 0.76897 -5.51594 1.66761
69 H 1.71742 -3.82786 -3.37085
70 H 4.02321 -0.97778 -2.21130
71 H -3.21178 3.58585 3.33998
72 O 1.00345 -2.72419 2.39341
73 H -3.09278 -2.91741 -4.27186
74 H 0.65249 -3.44635 2.92480
75 H -1.06678 -1.41865 1.29259
76 O 0.53539 -1.56806 -4.47096
77 H 1.40008 -0.16694 2.37075
78 H 2.99174 2.32536 -3.03052
79 H 2.85165 -3.09117 -2.85132
80 H -1.08992 4.62467 4.29985
81 H -0.22954 0.76868 3.90383
82 H -3.92717 3.03464 2.22728
83 H -2.57715 0.13187 1.12572
84 O 4.10925 -4.15911 3.40036
85 O -1.81030 -0.55794 -4.93183
86 H 5.81263 2.79412 0.55273
87 H 1.57083 3.20168 -1.25258
88 H -0.01286 -6.13938 1.82854
89 H 4.11545 -2.91748 -0.35425
90 H -0.19449 1.95341 -2.36175
91 H -3.63505 -4.46626 -0.33733
92 H -3.85609 1.09997 4.73385
93 H -3.16593 0.29092 3.85575
94 O -4.17486 0.34970 -2.94659
95 H 1.29415 4.70588 -1.11753
96 H 2.23410 2.14002 2.83573
97 O 2.39811 1.59628 -2.70794
98 O 3.46611 -2.55079 -0.92607
99 H -3.75332 -1.26443 -0.43491
100 O -3.37904 0.32952 0.61837
101 H -5.71578 1.72249 0.96634
102 H 0.55651 -1.41279 -5.42032
103 H 3.95479 -4.30319 2.45797
104 O -0.55220 2.70215 1.11453
105 H -3.58568 3.09578 -1.79014
106 H 5.33925 0.55912 0.64475
107 H -2.98185 -4.33981 3.40170
108 H 1.33315 -3.66288 -0.29513
109 H 1.79996 1.28653 -3.39429
110 H 6.74483 0.38748 0.13040
111 H -3.39878 -2.26015 -1.57463
112 H 2.67125 -3.10986 -1.17864
113 H -0.80642 -2.36904 -1.31161
114 H -3.46053 3.05787 -4.59942
115 O 4.18020 -0.85123 -3.16339
116 O 1.08346 5.35046 0.97165
117 H -4.10321 2.34092 -3.31009
118 O -2.98818 3.20395 2.44767
119 O 1.86322 -0.31189 1.55707
120 O 1.35512 3.96881 -1.76309

C.
Here is a 40-piece molecular cluster, H80O40 overall from the OMol25 dataset. Energies are from ωB97M-V/def2-TZVPD.

Computed properties:
* total charge: 0
* gap between HOMO and LUMO: 9.968 eV

Geometry (Å):
1 H -2.52484 -0.58232 -6.34353
2 O -1.12380 -1.57774 -3.50298
3 H -3.47191 0.99023 3.99481
4 O -0.33087 4.56660 -0.87344
5 O -2.53251 2.67177 -0.53852
6 H -3.30984 2.14194 -2.03337
7 O -1.37537 -1.23105 3.75809
8 O -3.44113 3.71112 2.69598
9 O 5.22027 3.16554 0.72481
10 H 2.27674 4.16702 -1.19812
11 H -1.69742 5.39865 1.41652
12 H 1.19973 -3.40466 -1.03099
13 H 6.40333 -0.47644 -0.38062
14 H -1.42371 -3.71575 -4.40005
15 H -4.24985 0.23872 -4.35234
16 O -1.16037 0.89455 -3.77010
17 O -4.10014 1.26530 3.31798
18 H 4.41100 -0.87337 3.73847
19 H 2.13065 -1.73193 -2.96238
20 H -1.43701 -1.39816 -4.45760
21 O -5.00019 -0.90029 2.07334
22 O 3.56971 2.07357 4.33795
23 H 0.58784 0.24519 5.55347
24 H 0.62619 0.19598 2.48184
25 H -3.39003 2.81336 2.35801
26 O -0.92267 2.45310 1.58342
27 H 0.56622 -4.80893 2.67524
28 H 2.74234 3.78945 -2.74168
29 H -4.87521 1.57443 -4.62984
30 H 4.48908 2.30494 4.23896
31 H -1.67330 1.68725 -3.85946
32 O -0.32303 -4.50738 2.56054
33 O -0.83999 -4.25489 -3.88744
34 O -3.74049 2.07560 -2.91190
35 H -1.47030 3.70574 -4.18476
36 H 5.23625 -0.69036 1.86581
37 H -4.13041 0.38072 2.84492
38 O 2.10712 -2.78640 5.11837
39 O -2.20856 5.68015 0.64358
40 H 1.75010 -3.90539 -3.10331
41 H -0.72683 -1.70806 -0.24055
42 H 4.42134 2.61050 -3.06903
43 H 5.02515 -0.82407 -1.02802
44 H 1.49344 -3.64736 -4.54884
45 O 3.17820 -0.04981 -0.25341
46 H 3.07670 -4.83217 3.04141
47 H 5.62876 2.29160 0.70285
48 O -5.07369 2.02019 -0.81568
49 O -4.48150 0.79327 -5.09245
50 H 1.11953 1.81376 -1.32937
51 H 2.11459 -2.09154 5.81175
52 H -1.13853 2.90452 2.40420
53 O 3.46125 -4.72792 2.16853
54 H -2.27214 -6.06701 -0.30000
55 H 0.40850 1.59183 0.03719
56 O 4.17781 2.33376 -3.94572
57 H 5.76111 -2.05310 2.46401
58 O 2.60479 3.53460 -1.84182
59 H -0.94618 3.15675 -5.37790
60 O -3.84350 -3.84678 1.99513
61 H -5.41715 2.90295 -0.76282
62 H -3.17266 2.55896 -3.56304
63 O 0.37566 1.27683 -0.92607
64 O 2.29600 4.68894 2.21759
65 O 0.63987 1.19425 5.67357
66 H -1.31103 -2.27801 3.57565
67 H 5.61940 3.80382 0.13274
68 O -1.61770 -0.46479 -6.08660
69 H 1.44391 5.16662 2.13572
70 O 1.27548 0.64612 3.02536
71 H -5.09413 1.38727 -0.11223
72 O -1.85643 3.36627 -5.02582
73 H -1.06922 5.11268 -0.58488
74 H -1.57275 0.01847 -5.27931
75 H 4.27766 -0.25365 5.12153
76 O 1.85066 -3.42874 -0.34036
77 H 2.99911 0.89512 -0.46576
78 H 2.31885 -2.29334 1.31437
79 O 1.87486 -1.04206 -2.26023
80 H 2.52292 -0.56717 -0.77826
81 O 2.48165 -1.85931 2.13544
82 H -1.38496 0.62466 -2.88505
83 H -4.33074 -4.46310 1.43238
84 H 2.39374 3.91750 2.76203
85 H -0.94225 -1.14146 2.88588
86 H -5.54726 -0.18249 1.75132
87 H -4.44471 -3.84745 -2.59814
88 H 3.03517 -2.89100 4.93601
89 O 4.47242 -1.08218 4.68032
90 O 1.94437 -3.27178 -3.78240
91 H -3.74076 -2.95943 1.57900
92 H -1.27238 -5.06918 -3.60482
93 H 0.80675 1.52683 2.97709
94 O -0.16924 -2.02058 0.46501
95 H -5.43185 -1.50419 2.67071
96 H -0.35224 -3.62922 2.20858
97 O -2.75590 -5.45839 0.28819
98 H -2.06293 -1.04350 -2.16853
99 H -0.42724 4.36160 -1.80971
100 H -0.02592 1.64126 6.17982
101 H -1.68775 3.16940 -0.35242
102 H 3.07472 2.04167 3.52506
103 H -4.28473 -2.70436 -3.71304
104 H -3.13452 3.10251 0.06169
105 O 6.04620 -1.22517 1.94221
106 H 1.37971 -0.35809 -2.72372
107 H -0.23240 -1.89732 -3.52764
108 H -4.08155 3.70091 3.39170
109 H -2.93139 -0.51236 -1.17465
110 O -2.13504 -1.08933 -1.17106
111 H 0.41632 -2.77554 0.36762
112 H 2.59322 -2.84879 -0.41317
113 H -3.13862 5.86387 0.94694
114 H 2.86198 -4.42903 1.49965
115 O -3.86927 -3.27715 -3.08477
116 H -0.26578 1.75736 1.61136
117 H 2.16868 -0.97033 2.24882
118 H -2.03512 -4.91463 0.62722
119 O 5.95899 -0.64124 -1.25516
120 H 4.15575 1.38378 -3.76745

D.
Here is a 40-piece molecular cluster, H80O40 overall from the OMol25 dataset. Energies are from ωB97M-V/def2-TZVPD.

Computed properties:
* total charge: 0
* gap between HOMO and LUMO: 9.128 eV

Geometry (Å):
1 H 1.56253 -1.35328 1.22616
2 H 2.42442 -5.29086 -3.07488
3 H -1.87550 -3.95397 -2.72402
4 H -1.05510 1.69779 -2.38224
5 H -1.14385 0.66549 5.86761
6 O -0.49864 -4.62180 0.03380
7 H 0.04754 -3.66860 -2.20738
8 O -1.80388 2.18296 2.28446
9 H -3.10638 4.36271 0.53010
10 H 4.44483 -2.30462 -3.46686
11 H 0.39539 -0.15096 -3.79624
12 O 0.32442 -1.15003 3.48903
13 O 4.98036 0.29676 -0.49245
14 O 4.56771 -2.92878 -2.77729
15 H -0.09375 -4.77383 0.93599
16 O 2.45823 3.74570 -0.85275
17 H -0.09420 2.24429 2.25420
18 H -0.25246 -5.38689 -3.15898
19 H -1.96862 -3.34144 -1.26488
20 H -1.32655 3.00684 -2.75359
21 H -0.34726 2.57029 -0.86539
22 O 3.15326 0.62319 -5.12678
23 H -0.53793 -0.06648 4.80238
24 H -1.01503 -0.42024 0.28831
25 H 1.24005 -1.14749 3.17261
26 H -2.70674 -1.62896 -4.16512
27 O -2.74173 0.12305 0.09890
28 O 0.16538 2.33284 1.25640
29 H -0.18388 0.86534 0.51958
30 O -0.32763 -0.08676 0.86681
31 H 0.50636 -2.49741 5.29411
32 O 1.44699 -1.99274 0.55553
33 H -2.78412 5.81390 1.22778
34 H 2.42326 3.08351 -0.19438
35 H -2.05510 1.29673 2.15403
36 H 0.69980 2.78961 -5.48793
37 H -4.81864 2.48252 -0.72940
38 H 2.59054 -0.15161 -5.04787
39 O 1.79845 0.64432 -1.39020
40 H -3.15922 4.49250 3.42123
41 H -0.75477 -4.69402 4.75917
42 H 1.11778 2.63787 1.41909
43 H 4.79564 1.20771 -0.70303
44 H -1.78426 -5.30446 -3.73742
45 H 4.70081 2.31477 -3.38001
46 O -1.52073 2.93657 -3.63705
47 H -5.59761 0.29489 1.15216
48 H 0.76189 -3.45325 3.07779
49 H 4.70691 -3.75298 -3.22419
50 O -0.47101 -0.54705 -3.98533
51 H 2.67748 1.34123 -5.47581
52 O -0.75762 0.85089 -1.99485
53 O 0.15038 5.95153 -0.57880
54 H -4.99412 3.63293 -1.68514
55 H -6.09719 -2.97363 0.97085
56 H 1.07717 0.68782 4.03245
57 H 2.24767 -3.70830 -2.71819
58 O 2.99362 -0.74905 3.09889
59 H -0.42013 -1.47403 -3.81531
60 O -0.22445 -2.69536 5.80384
61 H -1.05854 -2.11218 5.80549
62 H -3.02699 -2.04698 -2.71182
63 H -2.44883 2.71674 -3.86026
64 H 1.41522 -1.67578 -5.03631
65 H -0.87168 4.75014 4.23736
66 H 2.20786 4.65008 -0.71762
67 H 0.98833 2.07894 -4.15052
68 O 0.26898 -3.80308 2.27521
69 H -0.03449 -1.36369 2.55850
70 H -1.13305 3.86142 -0.60188
71 O -0.88996 -5.08136 -3.84679
72 H -0.81551 5.90997 -0.20568
73 O -5.65115 -2.24274 1.42415
74 H 4.24014 1.89676 0.56491
75 O -2.32274 4.10449 3.71659
76 H -2.92953 0.81168 -0.48999
77 H -4.12174 -1.20997 2.56749
78 H -3.41196 -0.58276 0.23254
79 H 0.47710 1.31369 5.18321
80 H 3.15486 0.03903 2.69629
81 O -1.21477 -0.22740 5.49154
82 H 0.75354 -1.50951 0.04813
83 O -2.44082 -3.55860 -2.09063
84 O -3.10759 -1.33141 -3.33684
85 O 1.43194 -2.50938 -4.45841
86 H 3.69590 2.31200 1.91807
87 O 0.25744 -2.78471 -1.81668
88 O -1.27508 2.96835 -0.71291
89 H 0.13462 3.60476 4.70816
90 O 4.30240 3.19237 -3.45353
91 O 0.66993 1.91182 -5.01028
92 O -1.33239 -5.00873 4.11001
93 H 0.84333 0.83942 -1.56990
94 H 2.27074 0.11924 -1.91633
95 H 0.72643 -2.38048 -2.65499
96 O -5.36775 1.22424 1.50104
97 H 4.24657 -0.05821 -0.99514
98 H 0.65117 -3.09489 1.62426
99 H -4.95639 -1.84447 0.88142
100 H 4.10777 3.55382 -2.66612
101 O 5.63415 -2.61773 2.68641
102 H 5.58061 -3.30687 2.09893
103 H 0.77871 6.19533 0.03695
104 O -4.27038 3.09423 -1.22585
105 O 0.09520 4.48286 4.50173
106 H -1.76704 3.75089 2.95831
107 H -1.51340 2.57831 1.42849
108 O -2.47927 4.86120 1.01703
109 H 0.36641 -4.80605 -0.52646
110 H -1.15278 -4.37983 3.42141
111 H -1.40182 0.14835 -2.08594
112 O -3.22545 -1.17833 1.97151
113 H 1.62471 -3.15043 -5.16262
114 H -4.32032 1.11210 1.47420
115 H 5.80411 -1.86899 2.16166
116 H -2.56225 -0.55806 2.15129
117 O 4.11303 1.58004 1.46123
118 O 0.69081 1.58898 4.34987
119 O 1.81134 -4.60359 -2.77921
120 H 3.81955 -1.26271 3.11982

Least stable: A